Computed, not measured: a cluster of 9 separate species, C11H27FN8O19 in total, with wB97M-V/def2-TZVPD.

The geometry in XYZ format:
```
66
Properties=species:S:1:pos:R:3:forces:R:3
O -0.0112 -1.4529 1.2272 0.63 1.50 -0.25
C -0.1354 -0.3620 0.7342 0.16 -2.56 0.62
O -1.1908 -0.0610 -0.0115 -0.88 0.10 0.10
C -1.2571 1.3298 -0.1579 0.80 1.11 -1.48
C 0.1684 1.7710 0.2016 -0.31 1.06 -0.85
F 0.1133 2.8374 1.0504 0.30 -0.19 0.31
O 0.7572 0.6652 0.7554 -0.03 -1.20 1.42
H -1.3755 1.5934 -1.2089 -0.47 -0.23 -0.02
H -2.0474 1.8080 0.4208 0.21 -0.19 0.29
H 0.8310 2.0136 -0.6292 -0.40 0.62 -0.18
C 2.9600 5.8814 -1.9033 -0.22 -0.75 1.19
N 1.7503 6.5433 -2.5083 1.04 -1.86 0.43
O 1.9925 7.6587 -2.9046 -1.72 0.01 -0.37
O 0.7045 5.8589 -2.4668 1.62 2.21 -0.52
H 2.9722 4.8137 -2.1225 -0.21 0.22 -0.16
H 2.7650 6.0043 -0.8379 0.04 -0.22 0.11
H 3.9369 6.3339 -2.0735 -0.56 0.36 -0.68
C -8.4698 3.1760 0.9578 0.25 0.81 -1.13
N -7.2956 2.2323 0.5090 0.54 -1.15 2.12
O -7.0827 1.2736 1.3023 -0.46 2.16 -2.26
O -6.5893 2.5108 -0.4688 -1.89 -0.33 1.80
H -9.2912 3.1414 0.2421 0.46 -0.23 -0.44
H -8.0587 4.1854 0.9475 0.17 -0.14 -0.29
H -8.9663 3.0726 1.9226 0.97 -1.13 0.18
C 0.7734 0.6698 5.8417 1.41 0.77 0.50
N 0.7759 1.9057 6.7046 -1.94 0.83 2.25
O -0.2883 2.1642 7.3201 2.13 -0.42 -1.44
O 1.8121 2.5535 6.8252 -1.21 -0.92 -0.58
H 0.5757 1.0456 4.8378 -0.04 -0.45 0.03
H 0.1295 -0.1282 6.2114 -0.27 0.64 -0.05
H 1.8176 0.3955 5.9913 -0.08 -0.45 -0.73
C 3.9109 -3.7089 -0.5794 -0.46 0.40 0.08
N 4.4192 -4.5794 -1.6920 0.96 -1.15 -0.83
O 5.4964 -5.1927 -1.5228 -2.29 1.48 -0.29
O 3.6866 -4.6986 -2.6861 1.31 0.29 1.62
H 4.5890 -2.9409 -0.2071 0.68 -0.53 -0.42
H 3.6662 -4.3737 0.2490 -0.12 0.03 -0.18
H 3.0497 -3.1560 -0.9546 -0.11 -0.52 0.02
C 0.2485 -0.8920 -5.9413 -0.11 -1.04 -0.20
N 1.1655 0.2708 -5.8062 1.99 0.90 -2.15
O 1.9065 0.6225 -6.7509 -1.56 -1.62 0.89
O 1.1351 0.9167 -4.8043 -0.69 0.21 1.83
H 0.5761 -1.5568 -6.7406 -0.28 0.80 -0.55
H -0.7593 -0.4812 -6.0012 0.17 -0.08 -0.50
H 0.2315 -1.5980 -5.1110 0.48 0.80 0.71
C 6.1004 0.0767 3.0409 -1.72 0.27 0.14
N 7.4298 0.1141 2.4909 2.99 0.69 1.98
O 8.2184 0.9749 2.8719 -1.04 0.59 -0.18
O 7.8100 -0.8261 1.8641 -0.43 -1.47 -1.61
H 5.9241 0.8725 3.7646 0.33 0.00 -0.29
H 5.9607 -0.8916 3.5214 0.07 0.05 -0.24
H 5.4342 0.1815 2.1846 -0.21 -0.13 0.20
C -4.8564 -0.7308 -3.9920 0.09 0.72 -0.70
N -5.3576 -1.8682 -4.8625 -1.01 0.75 2.39
O -4.5938 -2.3239 -5.6437 1.32 -0.71 -1.56
O -6.4857 -2.2669 -4.6542 -0.08 0.17 -0.06
H -4.7577 -0.9797 -2.9354 -0.13 -0.50 -0.31
H -5.5558 0.1000 -4.0847 -0.15 -0.24 0.00
H -3.9109 -0.4203 -4.4366 -0.04 -0.17 0.26
C -1.2074 -5.6202 3.8351 -0.22 -0.88 -1.83
N -0.8769 -6.4447 2.6131 0.47 0.50 -1.52
O -1.7721 -7.1033 2.1074 0.84 0.29 0.39
O 0.2900 -6.3698 2.2086 -1.52 -0.39 0.44
H -0.4290 -4.8591 3.7816 -0.03 -0.33 1.19
H -1.2652 -6.4882 4.4919 0.37 0.99 1.20
H -2.1970 -5.1935 3.6717 0.10 -0.14 0.10
```
Positions in Å, forces in eV/Å.

Values from the calculation:
- LUMO: -0.551 eV
- SMILES string: O=C1OC[C@@H](F)O1.C[N+](=O)[O-].C[N+](=O)[O-].C[N+](=O)[O-].C[N+](=O)[O-].C[N+](=O)[O-].C[N+](=O)[O-].C[N+](=O)[O-].C[N+](=O)[O-]
- Relative energy (zero: lowest compared OMol25 entry of this formula, charge and spin): 294.6 kJ/mol
- Kohn-Sham gap: 10.621 eV
- Maximum force: 3.653 eV Å⁻¹

=====

Computed, not measured: a structure of composition C14H20AsI2N2OTl, with wB97M-V/def2-TZVPD.

The geometry in XYZ format:
```
41
Properties=species:S:1:pos:R:3:forces:R:3
Tl 0.8076 -2.9775 0.3048 -0.06 -0.20 -0.78
I 1.2046 -2.4403 3.0270 0.21 0.02 0.73
I 0.3552 -1.6137 5.9099 -0.05 0.08 0.10
N 5.3999 -1.4998 -0.3710 0.22 0.28 -0.09
C 5.5291 -2.6601 0.3391 -0.05 -0.37 0.20
C 4.2773 -3.1930 0.4058 0.34 -0.04 0.03
N 3.3989 -2.3817 -0.2465 -0.27 0.24 -0.22
C 4.0982 -1.3740 -0.6991 -0.22 0.13 -0.14
H 6.1406 -0.8514 -0.5926 -0.17 -0.11 0.03
H 6.4635 -2.9999 0.7335 0.20 -0.02 0.05
H 3.9471 -4.1005 0.8706 0.04 -0.16 0.18
H 3.6997 -0.5553 -1.2683 0.03 0.16 -0.04
C -2.8684 -3.8802 0.1443 0.02 -0.15 -0.07
C -1.8125 -2.8154 0.1852 -0.89 2.02 0.80
O -2.0282 -1.6840 0.5573 0.25 -1.81 -0.66
H -3.8524 -3.4503 0.3297 0.02 0.07 0.05
H -2.6331 -4.6122 0.9149 0.05 -0.09 0.04
H -2.8595 -4.3888 -0.8142 0.10 -0.09 -0.11
C 1.4471 1.5897 -0.1121 -0.11 -0.06 0.00
As 0.1609 0.1070 0.1403 0.24 0.58 -0.04
C -0.6641 0.8800 1.7431 0.00 -0.06 -0.02
C -1.0599 0.5745 -1.3711 0.16 -0.26 0.04
C -1.8205 1.8443 -1.2299 -0.04 0.10 0.03
C -2.9327 1.8980 -0.3934 -0.06 -0.06 -0.03
C -3.6851 3.0537 -0.2910 -0.08 -0.03 0.06
C -3.3317 4.1775 -1.0206 -0.07 0.13 0.06
C -2.2084 4.1470 -1.8272 -0.05 0.17 -0.02
C -1.4586 2.9893 -1.9309 0.04 -0.09 0.02
H 0.9186 2.5454 -0.1363 -0.04 -0.08 -0.01
H 2.0029 1.4790 -1.0403 0.02 -0.06 -0.11
H 2.1567 1.6142 0.7139 -0.03 -0.10 0.05
H -1.0390 1.8851 1.5464 0.03 -0.04 -0.09
H 0.1042 0.9379 2.5195 -0.04 -0.11 -0.14
H -1.4730 0.2502 2.1061 0.04 -0.02 -0.03
H -1.7515 -0.2640 -1.4837 0.16 0.06 0.04
H -0.4199 0.6060 -2.2609 -0.04 -0.06 0.16
H -3.2102 1.0129 0.1657 -0.04 -0.03 0.03
H -4.5524 3.0797 0.3555 -0.02 -0.02 0.00
H -3.9331 5.0732 -0.9602 0.00 0.07 0.03
H -1.9231 5.0302 -2.3809 0.03 0.03 -0.07
H -0.5966 2.9660 -2.5820 0.12 -0.02 -0.07
```
Positions in Å, forces in eV/Å.

Values from the calculation:
- LUMO (spin up / spin down): -1.034 / -1.381 eV
- Relative energy (zero: lowest compared OMol25 entry of this formula, charge and spin): 34.9 kJ/mol
- Kohn-Sham gap (spin up / spin down): 6.122 / 5.958 eV
- Maximum force: 2.346 eV Å⁻¹

=====

Computed, not measured: the ion C4H5N2O4S with charge -1, with wB97M-V/def2-TZVPD.

The geometry in XYZ format:
```
16
Properties=species:S:1:pos:R:3:forces:R:3
C 0.9189 0.3313 -0.0594 -0.07 0.37 0.02
C -0.2650 -0.2237 -0.0594 -0.92 0.48 -0.09
C -0.6504 2.7437 0.0740 1.31 0.43 0.16
C -0.4810 -1.7206 -0.0739 0.08 0.10 0.10
N -1.5337 0.4604 -0.0794 -0.08 -0.25 0.07
N -1.6171 1.8757 -0.0635 -1.07 -0.74 -0.11
O 2.2488 -1.5069 -1.1820 0.17 0.18 0.40
O -0.6036 3.9483 0.0300 -0.28 -1.03 -0.05
O 2.1871 -1.4004 1.2753 0.26 0.11 -0.40
O 3.5673 0.1789 0.0091 -0.36 0.00 0.00
S 2.3977 -0.6774 0.0174 0.37 -0.03 0.05
H -1.5386 -1.9821 -0.0833 -0.09 0.07 -0.01
H 0.0196 -2.1441 0.7947 -0.06 -0.11 -0.01
H 0.0166 -2.1213 -0.9533 -0.08 -0.11 -0.02
H -2.0974 0.1020 0.6938 0.21 0.23 -0.14
H -2.5692 2.1361 -0.3402 0.61 0.31 0.04
```
Positions in Å, forces in eV/Å.

Values from the calculation:
- Charge: -1
- LUMO (spin up / spin down): 2.920 / 2.598 eV
- Relative energy (zero: lowest compared OMol25 entry of this formula, charge and spin): 479.3 kJ/mol
- Kohn-Sham gap (spin up / spin down): 7.893 / 7.764 eV
- Maximum force: 1.385 eV Å⁻¹